[1]
Here is C4H9NO as an isolated structure from the OMol25 dataset. Energies are from ωB97M-V/def2-TZVPD.

## Properties
- E_HOMO (hartree) = -0.312
- energy above the lowest of the compared OMol25 structures with the same formula, charge and spin (eV) = 4.9579
- DFT total energy (eV) = -7827.362

```
! wB97M-V def2-TZVPD RIJCOSX def2/J DEFGRID3
* xyz 0 1
C -2.34707 -0.52949 -0.03954
C -0.84553 -0.32999 -0.02482
O -0.61679 1.08410 0.14238
C 0.52357 1.56976 0.64078
N 1.71058 0.96680 0.60317
C 2.12921 -0.19452 -0.19430
H -2.78605 -0.17710 0.89785
H -2.79834 0.03139 -0.86320
H -2.58928 -1.58980 -0.16632
H -0.38752 -0.86895 0.81178
H -0.39525 -0.68226 -0.95823
H 1.60557 2.20176 0.44691
H 1.78391 -0.13723 -1.23300
H 1.76769 -1.12866 0.24566
H 3.22111 -0.22315 -0.19040
*
```

[2]
Here is one molecule with the formula C4H9NO in a non-equilibrium geometry from the OMol25 dataset. Energies are from ωB97M-V/def2-TZVPD.

## Properties
- E_HOMO (hartree) = -0.343
- energy above the lowest of the compared OMol25 structures with the same formula, charge and spin (eV) = 0.8013
- DFT total energy (eV) = -7831.519

```
! wB97M-V def2-TZVPD RIJCOSX def2/J DEFGRID3
* xyz 0 1
C 0.68510 -1.92786 -0.37660
C 1.08283 -0.43920 -0.35569
N 0.43639 0.21506 0.75390
C -0.82778 0.75674 0.82611
C -1.21783 1.75193 -0.25159
O -1.53708 0.58711 1.79693
H 0.85197 -2.40623 -1.33840
H -0.37922 -1.92414 -0.14928
H 1.19744 -2.46165 0.42353
H 2.13703 -0.24962 -0.25559
H 0.62975 0.01882 -1.23414
H 0.82907 0.13350 1.68027
H -2.28974 1.91920 -0.23114
H -0.64462 2.64680 -0.04901
H -0.95332 1.37954 -1.23931
*
```

[3]
Here is one molecule with the formula C4H9NO from the OMol25 dataset. Energies are from ωB97M-V/def2-TZVPD.

## Properties
- E_HOMO (hartree) = -0.344
- energy above the lowest of the compared OMol25 structures with the same formula, charge and spin (eV) = 0.6926
- DFT total energy (eV) = -7831.627

```
! wB97M-V def2-TZVPD RIJCOSX def2/J DEFGRID3
* xyz 0 1
C 1.89945 0.15293 0.04150
C 0.60325 0.13776 -0.76208
N -0.59918 0.04628 0.06012
C -1.44948 -1.12175 -0.04211
C -0.96545 1.12200 0.80168
O -0.35553 2.17465 0.85366
H 2.75492 0.20021 -0.64082
H 2.00398 -0.74612 0.65723
H 1.92470 1.03042 0.69150
H 0.58762 -0.71675 -1.44540
H 0.54078 1.04789 -1.36910
H -1.01769 -1.99037 0.46965
H -1.60683 -1.38320 -1.09454
H -2.42398 -0.90615 0.40564
H -1.89656 0.95221 1.37306
*
```

[4]
Here is C4H9NO as an isolated structure in a non-equilibrium geometry from the OMol25 dataset. Energies are from ωB97M-V/def2-TZVPD.

## Properties
- E_HOMO (hartree) = -0.350
- energy above the lowest of the compared OMol25 structures with the same formula, charge and spin (eV) = 3.7122
- DFT total energy (eV) = -7828.608

```
! wB97M-V def2-TZVPD RIJCOSX def2/J DEFGRID3
* xyz 0 1
C -1.59681 0.23788 0.94764
C -2.29785 -0.29829 -0.00739
C 1.41643 -0.29949 0.27515
C 1.46462 1.03057 -0.31775
H -0.67024 0.88653 0.78484
H -1.92657 0.02185 1.98251
H -1.79987 -0.08606 -1.02173
H -3.28677 -0.58806 0.03764
H 0.87143 -2.19312 -0.49825
H 0.70644 -1.04576 -1.69192
H 1.69902 1.73929 0.53495
H 0.50474 1.30728 -0.77274
H 2.32616 1.10486 -0.99730
N 0.49192 -1.12529 -0.42386
O 2.09733 -0.69219 1.16823
*
```